C3H39NO15S2 | ωB97M-V/def2-TZVPD

Calculated values
Frontier orbital gap: 8.833 eV
Relative energy (zero: lowest compared OMol25 entry of this formula, charge and spin): 6.4177 eV
HOMO: -8.9 eV
Total charge: 0

Last columns: bonded neighbours and bond lengths (Å).
Cartesian coordinates (Å):
1 S -2.469 -0.456 2.145  S2 2.005, C21 1.709
2 S -0.571 -0.452 1.496  S1 2.005, C20 1.804
3 O 0.229 2.908 4.528  H22 0.987, H56 0.996
4 O 3.203 0.099 -1.785  H55 1.043, H59 0.971
5 O -3.654 0.411 -1.792  H32 0.998, H48 0.933
6 O -1.684 1.325 -3.125  H40 1.077, H45 0.928
7 O -2.822 -3.597 -1.555  H33 0.959, H38 1.052
8 O 1.600 4.029 -0.313  H31 0.995, H52 0.960
9 O 0.570 -0.793 -3.510  H23 0.908, H60 1.085
10 O 2.220 -3.114 -0.710  H26 1.014, H29 0.999
11 O 3.776 -0.964 1.697  H25 1.080, H50 0.982
12 O -0.244 -4.632 -0.257  H27 1.030, H30 0.872
13 O -2.128 -1.320 -3.113  H41 0.833, H43 0.889
14 O -2.135 3.344 -0.339  H53 1.014, H58 0.902
15 O 2.052 -2.220 4.021  H35 0.947, H39 0.995
16 O -0.108 -2.696 -2.215  H44 0.853, H47 0.992
17 O -0.255 4.201 -2.279  H49 0.931, H54 1.071
18 N 2.512 1.743 2.012  C19 1.427, H37 0.969, H51 1.077
19 C 1.593 1.139 1.102  N18 1.427, C20 1.452, H42 1.182, H57 1.173
20 C 0.178 1.188 1.426  S2 1.804, C19 1.452, H24 1.160, H36 1.116
21 C -2.805 -0.418 3.821  S1 1.709, H28 1.087, H34 1.060, H46 1.132
22 H -0.347 3.589 4.104  O3 0.987
23 H 0.875 -1.380 -2.887  O9 0.908
24 H -0.307 1.799 0.568  C20 1.160
25 H 3.583 -0.392 0.801  O11 1.080
26 H 3.166 -3.252 -1.045  O10 1.014
27 H 0.705 -4.251 -0.379  O12 1.030
28 H -3.305 -1.317 4.171  C21 1.087
29 H 1.952 -2.340 -1.283  O10 0.999
30 H -0.463 -4.531 0.582  O12 0.872
31 H 0.913 4.061 0.406  O8 0.995
32 H -2.916 1.043 -2.019  O5 0.998
33 H -3.264 -3.286 -0.762  O7 0.959
34 H -2.020 -0.249 4.513  C21 1.060
35 H 1.823 -1.624 3.321  O15 0.947
36 H -0.158 1.730 2.341  C20 1.116
37 H 2.089 2.384 2.604  N18 0.969
38 H -2.341 -4.486 -1.262  O7 1.052
39 H 2.968 -1.831 4.021  O15 0.995
40 H -0.965 0.831 -2.492  O6 1.077
41 H -2.585 -0.642 -2.958  O13 0.833
42 H 1.839 0.064 0.677  C19 1.182
43 H -2.636 -1.890 -3.568  O13 0.889
44 H -0.273 -3.532 -2.185  O16 0.853
45 H -1.460 0.917 -3.928  O6 0.928
46 H -3.523 0.385 4.170  C21 1.132
47 H -0.914 -2.154 -2.420  O16 0.992
48 H -3.633 0.108 -0.910  O5 0.933
49 H -0.783 3.550 -2.684  O17 0.931
50 H 3.535 -1.833 1.310  O11 0.982
51 H 3.021 1.028 2.637  N18 1.077
52 H 2.214 3.293 -0.255  O8 0.960
53 H -1.614 3.530 -1.189  O14 1.014
54 H 0.599 3.761 -1.804  O17 1.071
55 H 3.931 0.252 -2.517  O4 1.043
56 H -0.330 2.134 4.808  O3 0.996
57 H 1.722 1.691 0.074  C19 1.173
58 H -2.103 4.033 0.242  O14 0.902
59 H 2.360 0.218 -2.252  O4 0.971
60 H -0.415 -1.141 -3.802  O9 1.085

natural (NBO) population analysis, charges in e, atoms 1 to 8: number 1, S, carries 0.1138; number 2, S, carries 0.1044; number 3, O, carries -0.9533; number 4, O, carries -0.9787; number 5, O, carries -0.9940; number 6, O, carries -0.9657; number 7, O, carries -0.9710; number 8, O, carries -0.9557

C29H88O15 | ωB97M-V/def2-TZVPD

Calculated values
Frontier orbital gap: 8.334 eV
Relative energy (zero: lowest compared OMol25 entry of this formula, charge and spin): 1.0270 eV
HOMO: -8.1 eV
Total charge: 0

Last columns: bonded neighbours and bond lengths (Å).
Cartesian coordinates (Å):
1 O -4.569 -0.785 -1.070  C29 1.398, H47 0.960
2 O 3.993 -0.123 5.716  C38 1.410, H70 0.960
3 O 5.339 1.577 -1.618  C23 1.426, H104 0.960
4 O 0.545 -0.349 -2.302  C35 1.418
5 O 0.013 -0.413 0.438  H51 0.960, H59 0.960, H114 0.960
6 O 3.316 -0.219 -1.532  C26 1.416, H73 0.960
7 O -2.480 -0.733 0.830  C19 1.400, H102 0.960
8 O -0.497 3.242 3.461  C28 1.396, H63 0.960
9 O 1.043 1.865 1.430  C21 1.441, H54 0.960
10 O 0.614 4.591 -1.590  C42 1.393, H105 0.960
11 O -0.145 -3.295 1.545  C20 1.367, H85 0.960
12 O 2.085 1.221 -4.454  C27 1.406, H61 0.960
13 O -5.273 -4.529 1.739  C34 1.406, H99 0.960
14 O -0.907 2.142 -1.763  C44 1.436, H123 0.960
15 O 0.331 -2.643 4.310  C36 1.443, H76 0.960
16 C 3.235 -1.869 0.220  C26 1.557, H79 1.090, H93 1.090, H117 1.090
17 C -1.594 -3.918 4.846  C36 1.513, H50 1.090, H103 1.090, H125 1.090
18 C -6.679 -1.829 -1.392  C29 1.545, H62 1.090, H101 1.090, H110 1.090
19 C -2.990 -0.478 2.108  O7 1.400, C24 1.493, H91 1.090, H100 1.090
20 C 0.648 -4.364 1.235  O11 1.367, C41 1.558, H60 1.090, H98 1.090
21 C 2.096 2.652 0.840  O9 1.441, C22 1.511, H46 1.090, H90 1.090
22 C 3.317 2.627 1.731  C21 1.511, H126 1.090, H128 1.090, H131 1.090
23 C 4.948 2.340 -2.757  O3 1.426, C30 1.562, H49 1.090, H88 1.090
24 C -1.886 0.062 2.955  C19 1.493, H78 1.090, H81 1.090, H86 1.090
25 C 2.292 5.563 -2.863  C42 1.548, H66 1.090, H89 1.090, H106 1.090
26 C 3.669 -1.560 -1.244  O6 1.416, C16 1.557, H75 1.090, H80 1.090
27 C 1.155 1.264 -5.508  O12 1.406, C40 1.543, H57 1.090, H87 1.090
28 C -1.279 4.148 2.743  O8 1.396, C39 1.496, H120 1.090, H127 1.090
29 C -5.159 -2.044 -1.213  O1 1.398, C18 1.545, H52 1.090, H56 1.090
30 C 5.810 3.631 -2.933  C23 1.562, H96 1.090, H111 1.090, H130 1.090
31 C 0.923 -2.182 -3.933  C35 1.567, H69 1.090, H71 1.090, H92 1.090
32 C -3.154 -5.428 0.965  C34 1.549, H72 1.090, H108 1.090, H116 1.090
33 C 1.967 0.441 4.489  C38 1.481, H65 1.090, H67 1.090, H107 1.090
34 C -3.900 -4.594 2.035  O13 1.406, C32 1.549, H74 1.090, H115 1.090
35 C -0.094 -1.242 -3.200  O4 1.418, C31 1.567, C43 1.567, H45 1.090
36 C -0.100 -3.801 5.056  O15 1.443, C17 1.513, H48 1.090, H77 1.090
37 C -3.113 3.071 -1.635  C44 1.547, H95 1.090, H118 1.090, H122 1.090
38 C 2.900 0.759 5.594  O2 1.410, C33 1.481, H53 1.090, H55 1.090
39 C -2.669 3.650 2.502  C28 1.496, H82 1.090, H112 1.090, H124 1.090
40 C 1.525 2.452 -6.421  C27 1.543, H58 1.090, H83 1.090, H119 1.090
41 C 0.517 -4.553 -0.306  C20 1.558, H97 1.090, H109 1.090, H121 1.090
42 C 1.190 4.475 -2.853  O10 1.393, C25 1.548, H64 1.090, H132 1.090
43 C -1.327 -1.942 -2.533  C35 1.567, H68 1.090, H113 1.090, H129 1.090
44 C -2.250 1.931 -2.227  O14 1.436, C37 1.547, H84 1.090, H94 1.090
45 H -0.557 -0.703 -4.026  C35 1.090
46 H 2.347 2.310 -0.164  C21 1.090
47 H -4.664 -0.217 -1.838  O1 0.960
48 H 0.396 -4.692 4.672  C36 1.090
49 H 3.903 2.621 -2.623  C23 1.090
50 H -2.081 -2.986 5.132  C17 1.090
51 H 0.373 -0.493 -0.449  O5 0.960
52 H -5.030 -2.661 -0.323  C29 1.090
53 H 3.276 1.744 5.315  C38 1.090
54 H 0.429 2.491 1.821  O9 0.960
55 H 2.338 0.847 6.524  C38 1.090
56 H -4.879 -2.574 -2.123  C29 1.090
57 H 1.181 0.341 -6.086  C27 1.090
58 H 2.518 2.276 -6.833  C40 1.090
59 H 0.126 0.493 0.735  O5 0.960
60 H 0.430 -5.272 1.797  C20 1.090
61 H 1.627 0.728 -3.770  O12 0.960
62 H -6.907 -1.197 -2.250  C18 1.090
63 H -0.859 3.220 4.350  O8 0.960
64 H 1.564 3.468 -3.034  C42 1.090
65 H 2.498 0.300 3.548  C33 1.090
66 H 1.907 6.582 -2.824  C25 1.090
67 H 1.208 1.211 4.349  C33 1.090
68 H -1.097 -2.590 -1.687  C43 1.090
69 H 0.357 -2.960 -4.445  C31 1.090
70 H 4.549 0.239 6.410  O2 0.960
71 H 1.580 -1.655 -4.624  C31 1.090
72 H -2.159 -5.722 1.299  C32 1.090
73 H 2.413 -0.196 -1.856  O6 0.960
74 H -3.480 -3.588 2.023  C34 1.090
75 H 4.757 -1.633 -1.234  C26 1.090
76 H 1.264 -2.559 4.520  O15 0.960
77 H 0.142 -3.633 6.106  C36 1.090
78 H -2.218 0.421 3.929  C24 1.090
79 H 3.383 -1.054 0.927  C16 1.090
80 H 3.346 -2.331 -1.943  C26 1.090
81 H -1.427 0.991 2.616  C24 1.090
82 H -2.659 2.779 1.846  C39 1.090
83 H 0.811 2.683 -7.212  C40 1.090
84 H -2.301 1.974 -3.315  C44 1.090
85 H -0.059 -3.094 2.480  O11 0.960
86 H -1.185 -0.740 3.184  C24 1.090
87 H 0.147 1.423 -5.124  C27 1.090
88 H 4.940 1.675 -3.621  C23 1.090
89 H 2.846 5.417 -3.790  C25 1.090
90 H 1.724 3.675 0.785  C21 1.090
91 H -3.368 -1.387 2.576  C19 1.090
92 H 1.573 -2.686 -3.217  C31 1.090
93 H 2.177 -2.131 0.209  C16 1.090
94 H -2.598 0.944 -1.922  C44 1.090
95 H -2.831 3.999 -2.131  C37 1.090
96 H 5.479 4.114 -3.852  C30 1.090
97 H 0.860 -5.546 -0.594  C41 1.090
98 H 1.657 -4.131 1.574  C20 1.090
99 H -5.742 -3.982 2.374  O13 0.960
100 H -3.813 0.229 2.000  C19 1.090
101 H -7.177 -1.270 -0.601  C18 1.090
102 H -3.204 -0.801 0.204  O7 0.960
103 H -2.106 -4.739 5.348  C17 1.090
104 H 4.658 0.918 -1.465  O3 0.960
105 H 0.150 3.772 -1.402  O10 0.960
106 H 2.940 5.459 -1.993  C25 1.090
107 H 1.379 -0.440 4.745  C33 1.090
108 H -2.975 -4.883 0.039  C32 1.090
109 H 1.134 -3.840 -0.853  C41 1.090
110 H -7.197 -2.786 -1.462  C18 1.090
111 H 5.796 4.231 -2.023  C30 1.090
112 H -3.312 4.433 2.100  C39 1.090
113 H -1.854 -2.517 -3.294  C43 1.090
114 H -0.879 -0.766 0.472  O5 0.960
115 H -3.850 -5.001 3.045  C34 1.090
116 H -3.686 -6.365 0.794  C32 1.090
117 H 3.752 -2.774 0.540  C16 1.090
118 H -2.949 3.051 -0.557  C37 1.090
119 H 1.632 3.392 -5.879  C40 1.090
120 H -0.873 4.391 1.761  C28 1.090
121 H -0.522 -4.438 -0.615  C41 1.090
122 H -4.162 2.867 -1.846  C37 1.090
123 H -0.296 1.468 -2.068  O14 0.960
124 H -3.139 3.325 3.430  C39 1.090
125 H -1.728 -4.092 3.779  C17 1.090
126 H 3.073 2.992 2.729  C22 1.090
127 H -1.280 5.095 3.282  C28 1.090
128 H 4.067 3.317 1.345  C22 1.090
129 H -2.085 -1.196 -2.292  C43 1.090
130 H 6.829 3.269 -3.068  C30 1.090
131 H 3.765 1.638 1.825  C22 1.090
132 H 0.482 4.696 -3.651  C42 1.090

Mulliken population analysis, charges in e, atoms 1 to 8: number 1, O, carries -0.4974; number 2, O, carries -0.5217; number 3, O, carries -0.6528; number 4, O, carries -0.2417; number 5, O, carries 2.4057; number 6, O, carries -0.3451; number 7, O, carries -0.3439; number 8, O, carries -0.4660

C3H10NO2 | ωB97M-V/def2-TZVPD

Calculated values
Frontier orbital gap: 6.797 eV
Relative energy (zero: lowest compared OMol25 entry of this formula, charge and spin): 1.8161 eV
HOMO: -2.7 eV
Total charge: -1

Last columns: bonded neighbours and bond lengths (Å).
Cartesian coordinates (Å):
1 O 1.329 1.632 -1.051  C5 1.370
2 O -1.743 0.323 2.346  H9 0.957, H13 0.994
3 N 0.392 -0.569 0.338  C4 1.387, C6 1.454, H10 1.098
4 C 0.454 -1.934 0.574  N3 1.387, H7 1.078, H8 1.120, H12 1.111
5 C 0.143 1.121 -1.509  O1 1.370, C6 1.589, H11 1.200, H15 1.013
6 C -0.180 -0.342 -0.980  N3 1.454, C5 1.589, H14 1.112, H16 1.073
7 H -0.415 -2.336 1.069  C4 1.078
8 H 1.388 -2.244 1.109  C4 1.120
9 H -1.046 0.125 1.721  O2 0.957
10 H 1.288 0.029 0.126  N3 1.098
11 H 0.180 1.065 -2.706  C5 1.200
12 H 0.716 -2.529 -0.326  C4 1.111
13 H -2.291 0.878 1.729  O2 0.994
14 H 0.149 -0.999 -1.815  C6 1.112
15 H -0.655 1.670 -1.214  C5 1.013
16 H -1.251 -0.388 -0.925  C6 1.073

natural (NBO) population analysis, charges in e, atoms 1 to 8: number 1, O, carries -0.9550; number 2, O, carries -0.9716; number 3, N, carries -0.7165; number 4, C, carries -0.3989; number 5, C, carries -0.0094; number 6, C, carries -0.2632; number 7, H, carries 0.1783; number 8, H, carries 0.1747